The following is a DFT calculation (ωB97M-V with the def2-TZVPD basis set) of 3 unconnected molecules or ions with the total composition C15H35FN5O2 in a non-equilibrium geometry.

Structure (XYZ):
```
58
Properties=species:S:1:pos:R:3:forces:R:3:mulliken_charge:R:1
C -3.9883 -4.1874 -1.1014 0.1 -0.4 -0.5 -1.396
C -2.8968 -3.9813 -2.1662 0.1 0.0 0.1 0.474
C -1.5234 -4.4853 -1.7025 -0.6 0.2 -0.5 -1.650
C -2.8093 -2.5563 -2.7166 0.2 0.1 0.4 -1.148
C -2.8477 -1.4566 -1.6444 0.0 0.4 -0.8 -0.389
N -1.6194 -0.6640 -1.5578 -0.3 -0.5 0.5 0.447
C -0.8925 -0.3255 -0.4801 0.0 0.0 0.8 0.521
N -1.1468 -0.6704 0.7843 -0.3 -0.2 -0.3 -0.241
N 0.1389 0.4427 -0.8085 0.6 0.5 0.5 -0.474
C 0.0477 0.5700 -2.0948 0.5 0.2 0.2 0.609
F 0.8608 1.2520 -2.8295 -0.1 0.0 -0.3 -0.224
N -0.9772 -0.0683 -2.6053 -0.3 0.2 -1.5 0.342
N -1.3186 -0.0798 -3.9792 -0.2 0.0 0.1 -1.000
H -4.7837 -4.8003 -1.5020 -0.3 -0.1 -0.1 0.331
H -3.5813 -4.7563 -0.2770 0.0 0.1 0.4 0.362
H -4.4523 -3.2747 -0.7483 0.0 0.2 0.2 0.391
H -3.1635 -4.6076 -3.0075 0.0 -0.1 -0.3 0.457
H -0.7716 -4.1539 -2.4110 0.4 0.1 0.1 0.401
H -1.2891 -4.1729 -0.6918 0.2 0.1 0.2 0.334
H -1.5373 -5.5637 -1.7679 0.1 -0.3 0.4 0.460
H -1.8719 -2.4705 -3.2568 0.2 -0.1 -0.2 0.724
H -3.5930 -2.3613 -3.4376 -0.3 0.0 -0.1 0.404
H -3.0243 -1.8386 -0.6537 0.1 -0.2 0.3 0.349
H -3.6582 -0.7663 -1.8513 -0.2 0.2 0.1 0.018
H -0.7418 -0.1223 1.5264 0.2 -0.1 0.2 0.156
H -1.7739 -1.4179 1.0075 -0.1 0.0 0.2 0.174
H -2.2578 -0.4429 -4.1034 0.0 -0.3 0.2 0.267
H -1.3704 0.8965 -4.2602 0.0 0.1 0.0 0.301
C 0.2281 0.0289 6.3249 -0.1 -0.1 0.0 -1.051
C 0.1586 1.0673 5.2196 0.1 0.0 0.2 -0.350
O -0.7859 0.7623 4.2009 0.0 -0.1 -0.4 -0.398
C -2.1372 0.6420 4.6189 -0.1 0.0 0.2 -0.260
C -2.7016 1.8964 5.2612 0.1 0.1 0.0 -1.121
H 0.4764 -0.9514 5.9157 0.0 0.0 0.0 0.291
H 0.9943 0.3056 7.0486 0.0 0.0 0.0 0.390
H -0.7151 -0.0624 6.8644 0.0 0.0 0.0 0.276
H 1.1233 1.1210 4.7158 0.0 0.0 -0.1 0.330
H -0.0355 2.0618 5.6317 -0.1 0.0 0.0 0.303
H -2.2544 -0.2187 5.2856 0.0 0.0 0.0 0.310
H -2.7055 0.4160 3.7139 0.1 0.0 0.0 0.296
H -2.1676 2.1655 6.1721 0.0 0.0 0.0 0.272
H -3.7481 1.7441 5.5253 0.0 0.0 0.0 0.391
H -2.6345 2.7407 4.5740 0.0 0.0 0.0 0.315
C 5.6809 3.0807 -3.8629 -0.1 0.0 0.0 -0.956
C 6.1722 3.0795 -2.4250 0.0 -0.1 -0.1 -0.330
O 5.3451 3.8055 -1.5328 0.1 0.1 0.1 -0.422
C 4.0109 3.3628 -1.4113 -0.1 -0.1 -0.1 -0.391
C 3.8730 1.9289 -0.9241 0.1 -0.1 0.0 -0.797
H 5.5920 4.1017 -4.2355 0.0 0.0 0.0 0.290
H 6.3822 2.5397 -4.4987 0.0 0.0 0.0 0.386
H 4.7061 2.6005 -3.9654 0.0 -0.1 0.0 0.208
H 7.1458 3.5657 -2.3789 0.0 0.1 0.1 0.346
H 6.3170 2.0546 -2.0658 0.0 0.0 0.0 0.277
H 3.4739 3.5006 -2.3584 0.0 -0.1 0.0 0.277
H 3.5453 4.0341 -0.6895 0.1 0.1 0.0 0.347
H 4.3261 1.2148 -1.6138 0.0 0.0 0.0 0.265
H 2.8191 1.6667 -0.8189 0.0 0.0 0.1 0.180
H 4.3585 1.8078 0.0448 0.0 0.0 0.0 0.330
```
Forces are in eV/Å.

Net charge: +1
Energy in eV: -30377.058

=====

The following is a DFT calculation (ωB97M-V with the def2-TZVPD basis set) of 17 unconnected molecules or ions with the total composition H35O17 in a non-equilibrium geometry.

Structure (XYZ):
```
52
Properties=species:S:1:pos:R:3:forces:R:3:lowdin_spin:R:1
O 2.8978 -0.6711 -1.5755 -0.7 0.5 0.6 0.000
H 2.6460 -1.6916 -1.2496 -0.1 -0.1 0.1 0.000
H 2.8718 0.1110 -0.9233 1.1 -1.1 -0.6 0.000
O 3.1384 1.8183 -1.5142 -0.5 0.2 1.6 -0.001
H 1.5796 -0.9991 1.0921 0.6 -0.1 0.0 0.002
H 3.7959 1.8755 -0.8027 0.6 0.2 -0.5 0.000
O -1.9077 0.0740 -0.4822 -1.1 0.0 -0.2 0.004
H -2.2509 -0.0524 -1.3832 0.4 -0.1 -0.1 0.000
H -2.6225 0.6323 -0.0994 0.7 0.0 0.0 0.000
O -2.9335 2.1518 0.7399 -0.6 0.1 -0.3 0.000
H -2.0737 2.5685 0.7355 0.2 0.3 -0.3 0.000
H -0.8676 4.0650 -1.8622 0.1 -0.1 -0.2 0.000
O -0.5922 -3.3169 -1.6822 -0.4 0.5 0.4 0.000
H -1.9808 -0.8000 -4.5298 -0.7 0.3 0.0 0.000
O 0.7652 3.1975 1.7492 0.1 -0.3 0.1 0.112
H 1.2424 3.7652 2.3708 -0.1 0.0 0.0 0.001
H 0.1234 3.7705 1.3171 0.0 0.2 -0.1 0.000
O 4.0964 1.1995 2.3460 0.2 -0.6 -0.1 0.384
H 3.6558 0.3542 2.5610 -0.4 0.2 0.0 -0.001
H 5.0216 0.9156 2.2075 0.1 0.4 0.0 0.003
O -2.4975 -0.3461 -3.8451 1.0 -0.2 0.7 0.000
H -0.8090 -3.5340 -0.7552 0.1 -0.2 -0.3 0.000
H -3.3986 -0.2205 -4.1341 -0.2 -0.1 -0.5 0.000
O -3.6567 1.0103 2.8621 0.1 -0.3 0.8 0.008
H -0.0600 -0.3386 -0.0283 -0.9 -0.2 -1.1 -0.001
H -4.0559 1.0591 3.7441 -0.1 -0.2 -0.3 0.000
O -1.0951 0.3391 2.6090 -0.6 -0.2 -0.1 0.302
H -2.0916 0.5302 2.4945 0.6 0.2 0.2 0.001
H -0.9134 0.6289 3.5186 0.1 0.1 -0.1 0.001
O -1.5123 -2.9810 2.8919 0.1 -0.2 -0.4 0.006
H -1.5770 -3.3180 3.7872 -0.2 0.2 0.3 0.000
H -1.5899 -2.0239 2.8994 -0.2 0.1 0.4 0.000
O 1.9293 -0.1765 1.4890 -1.0 0.1 0.0 0.177
H -0.0241 -1.4048 -1.2067 -0.5 -0.1 0.4 0.000
H 1.1552 0.4010 1.2944 0.8 0.3 0.6 -0.002
O 0.6021 1.3814 -4.1343 1.0 -0.9 1.6 0.000
H 0.3912 0.7167 -3.4548 -1.3 0.2 -0.4 0.000
H 1.5559 1.2726 -3.9645 0.2 0.9 -1.0 0.000
O 2.0692 -2.9442 -1.1391 -0.3 -0.9 0.2 0.000
H 1.1910 -3.2187 -1.5192 0.6 0.6 -0.4 0.000
H 1.9938 -0.4392 -1.8675 -0.1 -0.3 -0.7 0.000
O -0.4421 3.2385 -1.6035 0.1 0.0 0.2 0.003
H -0.0562 2.8748 -2.4141 -0.2 0.1 -0.1 0.000
H 2.3992 2.2293 -1.0318 -0.2 0.4 -0.6 0.000
O 0.5092 -0.8927 -0.5870 0.7 0.5 0.5 0.001
H -3.6094 2.8246 0.5775 0.4 0.0 0.0 0.000
H 1.9256 -3.3091 -0.2488 0.5 0.0 0.3 0.000
O 0.4793 -3.6304 1.2055 0.7 0.0 -0.8 0.000
H 0.0796 -4.0886 1.9463 -0.1 -0.3 0.2 0.000
H 0.2052 -2.7324 1.3701 -0.3 0.4 0.1 0.000
H -1.3445 -2.7816 -1.9835 0.1 -0.4 -0.2 0.000
H -4.3579 0.9058 2.2130 -0.1 0.0 0.1 0.000
```
Forces are in eV/Å.

Net charge: +2
Energy in eV: -35356.239
2S+1: 2
<S²>: 0.7566

=====

The following is a DFT calculation (ωB97M-V with the def2-TZVPD basis set) of a single C25H34N6O3S molecule in a non-equilibrium geometry.

Structure (XYZ):
```
69
Properties=species:S:1:pos:R:3:forces:R:3:mulliken_charge:R:1
C 3.5993 -2.2315 -3.9684 0.1 0.0 -0.1 -0.967
N 3.3667 -1.7946 -2.6041 0.1 0.1 0.0 -0.196
C 3.2714 -2.8705 -1.6265 0.3 -0.1 0.2 0.338
C 4.6021 -3.5258 -1.2493 -0.3 0.0 -0.1 -1.435
C 2.5775 -2.3418 -0.3631 -0.1 -0.1 -0.4 -0.133
O 2.7530 -2.8188 0.7406 0.3 -0.2 0.3 -0.727
N 1.7219 -1.3364 -0.6162 -0.3 0.4 -0.1 0.196
C 1.0526 -0.5661 0.4093 -0.1 0.2 0.2 -0.212
C -0.4480 -0.8520 0.3117 0.3 -0.1 0.2 -0.363
O -1.2043 -0.1808 -0.3869 0.0 0.2 -0.4 -0.911
N -0.9074 -1.9067 0.9953 -0.4 -0.1 0.0 0.278
C -0.1848 -2.7579 1.9314 0.6 -0.3 0.4 -0.345
C -1.2086 -3.8096 2.3628 0.0 0.1 0.0 -0.604
C -2.1879 -3.8625 1.1929 -0.1 0.1 0.1 -0.964
C -2.2642 -2.4011 0.7676 -0.3 -0.2 -0.2 -0.095
C -3.2712 -1.6211 1.6181 0.4 -0.1 -0.5 0.329
O -3.8863 -2.0995 2.5502 0.0 -0.2 0.1 -0.725
N -3.4137 -0.3271 1.2386 0.0 0.4 -0.3 -0.029
C -4.2641 0.5054 1.9248 -0.5 0.3 0.5 0.429
S -5.1950 -0.0914 3.2492 0.2 0.5 -0.4 0.317
N -5.9066 1.3893 3.4455 -0.7 -0.5 1.0 -0.741
N -5.5183 2.2550 2.6227 -0.2 1.1 -0.2 -0.147
C -4.5879 1.8450 1.7333 0.6 -1.4 0.0 -0.097
C -4.0989 2.7937 0.7387 0.0 0.3 -0.2 0.642
C -4.9245 3.8709 0.4078 0.0 -0.1 0.0 -0.762
C -4.5196 4.8062 -0.5226 0.0 0.0 0.0 -0.502
C -3.2851 4.6834 -1.1411 0.1 0.0 0.0 -0.699
C -2.4557 3.6267 -0.8092 0.1 0.0 -0.1 -0.441
C -2.8511 2.6896 0.1288 -0.2 -0.1 0.1 0.200
C 1.3864 0.9365 0.3089 0.1 -0.4 -0.2 0.161
C 1.1608 1.5287 -1.0843 -0.4 0.3 0.2 -0.709
C 1.4747 3.0229 -1.0766 0.3 -0.2 -0.2 -0.880
C 2.9238 3.2570 -0.6627 -0.2 0.2 0.2 -0.848
C 3.1774 2.6582 0.7168 0.2 -0.1 -0.2 -0.821
C 2.8387 1.1706 0.7313 -0.2 0.2 0.2 -0.947
H 4.5384 -2.7817 -4.1094 0.0 0.0 0.0 0.301
H 2.7732 -2.8741 -4.2735 0.0 0.0 -0.1 0.313
H 3.6127 -1.3545 -4.6137 0.0 -0.1 -0.1 0.320
H 4.1091 -1.1588 -2.3232 -0.1 0.0 0.0 0.204
H 2.6015 -3.6332 -2.0474 0.0 0.1 0.1 0.353
H 5.3114 -2.7675 -0.9210 0.1 0.0 0.0 0.345
H 5.0245 -4.0664 -2.0927 0.0 0.0 -0.1 0.398
H 4.4407 -4.2181 -0.4282 0.1 -0.1 0.0 0.376
H 1.6703 -1.0148 -1.5732 0.2 0.0 0.0 0.426
H 1.4306 -0.9421 1.3657 -0.1 0.0 -0.1 1.089
H 0.6805 -3.2156 1.4462 -0.1 0.1 0.1 0.157
H 0.1692 -2.1708 2.7827 0.1 -0.1 -0.1 0.301
H -1.7377 -3.4819 3.2576 0.0 0.0 0.0 0.299
H -0.7417 -4.7699 2.5635 0.1 0.0 0.1 0.435
H -1.7928 -4.4698 0.3790 0.0 0.0 -0.1 0.404
H -3.1637 -4.2403 1.4895 0.0 0.0 -0.1 0.410
H -2.5225 -2.2598 -0.2883 0.0 0.0 0.2 0.424
H -2.8594 0.0181 0.4511 0.0 -0.2 0.1 0.151
H -5.8818 3.9546 0.8974 -0.1 0.0 0.0 0.445
H -5.1684 5.6341 -0.7688 -0.1 0.1 0.0 0.374
H -2.9687 5.4109 -1.8734 0.0 0.1 -0.1 0.416
H -1.4899 3.5288 -1.2820 0.1 0.0 0.0 0.419
H -2.1681 1.8961 0.3893 0.1 -0.1 0.0 0.184
H 0.7273 1.4572 1.0136 0.0 0.0 0.0 0.333
H 1.8204 1.0426 -1.8070 0.1 -0.1 -0.1 0.251
H 0.1284 1.3622 -1.3913 0.1 0.0 -0.1 0.409
H 1.2990 3.4400 -2.0706 -0.1 0.1 0.0 0.418
H 0.8132 3.5340 -0.3738 -0.1 0.1 0.0 0.396
H 3.1410 4.3274 -0.6487 0.1 0.0 -0.1 0.383
H 3.5906 2.7903 -1.3916 0.1 0.0 -0.1 0.351
H 4.2226 2.8002 0.9999 0.0 0.0 0.1 0.427
H 2.5590 3.1756 1.4530 0.0 0.1 0.1 0.370
H 3.5003 0.6382 0.0427 0.1 -0.1 0.0 0.153
H 3.0074 0.7650 1.7313 0.0 -0.1 0.0 0.375
```
Forces are in eV/Å.

Energy in eV: -52397.028
SMILES: CN[C@@H](C)C(=O)N[C@H](C(=O)N1CCC[C@H]1C(=O)Nc1snnc1-c1ccccc1)C1CCCCC1